[1]
ORCA calculation (ωB97M-V/def2-TZVPD) on C9H19N2O4Tl as an isolated structure in a non-equilibrium geometry.

Output
* LUMO: -0.49475 hartree
* HOMO-LUMO gap: 0.083 hartree
* energy relative to the best compared isomer or geometry (same formula, charge and spin): 4.8 kcal/mol
* total charge: +2
* highest occupied orbital energy: -15.72 eV

Last column: Löwdin charge in e.
Cartesian coordinates (Å):
Tl1 -12.082 15.303 -24.240  1.162
N1 -12.627 18.129 -21.380  -0.574
O1 -12.439 16.999 -21.881  -0.011
O2 -11.671 18.816 -21.106  0.274
O3 -13.739 18.569 -21.277  0.277
C1 -9.138 17.323 -28.535  0.068
C2 -10.123 17.567 -27.332  -0.467
C3 -10.567 19.028 -27.371  -0.115
C4 -11.746 19.294 -28.316  -0.137
C5 -12.898 18.323 -28.079  -0.112
C6 -12.477 16.858 -28.024  -0.470
N2 -11.249 16.716 -27.232  0.017
O4 -10.897 15.379 -27.095  -0.061
C7 -13.615 16.044 -27.388  -0.024
C8 -12.250 16.369 -29.472  0.040
C9 -9.287 17.431 -26.011  0.013
H1 -9.599 17.665 -29.457  0.095
H2 -8.189 17.784 -28.305  0.113
H3 -8.993 16.242 -28.654  0.098
H4 -10.849 19.380 -26.368  0.138
H5 -9.731 19.676 -27.635  0.144
H6 -12.103 20.314 -28.182  0.135
H7 -11.366 19.244 -29.344  0.122
H8 -13.601 18.445 -28.903  0.146
H9 -13.428 18.593 -27.160  0.139
H10 -13.420 14.973 -27.433  0.097
H11 -14.519 16.276 -27.945  0.116
H12 -13.781 16.330 -26.346  0.041
H13 -11.693 17.081 -30.080  0.095
H14 -13.238 16.277 -29.922  0.120
H15 -11.743 15.405 -29.554  0.104
H16 -8.435 18.097 -25.980  0.113
H17 -9.943 17.636 -25.157  0.074
H18 -8.994 16.387 -25.854  0.094
H19 -10.431 15.112 -27.912  0.136



[2]
ORCA calculation (ωB97M-V/def2-TZVPD) on C27H27Cl5FN7O4Ta as an isolated structure in a non-equilibrium geometry.

Output
* LUMO (alpha / beta): -0.33856 / -0.33858 hartree
* HOMO-LUMO gap (alpha / beta): 0.210 / 0.210 hartree
* energy relative to the best compared isomer or geometry (same formula, charge and spin): 436.6 kcal/mol
* total charge: +3
* highest occupied orbital energy (alpha / beta): -14.94 / -14.94 eV

Last column: Löwdin charge in e.
Cartesian coordinates (Å):
Ta1 -0.244 -0.726 0.116  1.974
C1 -3.887 0.314 -2.198  0.017
C2 -2.515 0.461 -1.558  -0.398
N1 -2.197 -0.492 -0.480  -0.182
C3 -3.351 -1.103 0.191  -0.207
C4 -2.991 -1.379 1.631  -0.156
N2 -1.534 -1.694 1.740  -0.146
C5 -1.212 -3.146 1.877  -0.140
C6 -1.100 -3.747 0.494  -0.129
N3 -0.080 -2.951 -0.255  -0.148
C7 1.306 -3.443 0.015  -0.138
C8 2.318 -2.588 -0.759  -0.130
N4 1.633 -1.357 -1.146  -0.031
C9 1.992 -0.667 -2.176  -0.218
C10 3.227 -0.870 -2.973  0.033
C11 0.943 0.290 -2.579  -0.246
C12 0.756 1.136 -3.585  0.069
C13 -1.138 2.926 -4.826  -0.525
C14 -1.975 0.643 -4.631  -0.166
C15 -1.286 0.477 -2.352  -0.364
N5 -0.194 0.029 -1.815  -0.093
H1 -4.079 -0.725 -2.466  0.111
H2 -3.945 0.910 -3.104  0.088
H3 -4.655 0.662 -1.510  0.104
H4 -3.645 -2.016 -0.335  0.124
H5 -4.221 -0.449 0.180  0.124
H6 -3.586 -2.183 2.064  0.140
H7 -3.161 -0.484 2.225  0.099
H8 -1.209 -1.251 2.597  0.127
H9 -1.977 -3.643 2.473  0.144
H10 -0.266 -3.227 2.409  0.124
H11 -2.044 -3.695 -0.045  0.129
H12 -0.796 -4.793 0.542  0.144
H13 -0.264 -3.053 -1.254  0.148
H14 1.370 -4.496 -0.258  0.143
H15 1.475 -3.353 1.083  0.110
H16 2.658 -3.111 -1.653  0.135
H17 3.195 -2.384 -0.143  0.133
H18 4.056 -1.214 -2.358  0.101
H19 3.512 0.052 -3.475  0.105
H20 3.043 -1.619 -3.750  0.126
H21 1.407 1.650 -4.278  0.118
H22 -1.230 2.973 -5.901  0.063
H23 -2.156 -0.029 -5.445  0.078
F1 5.164 1.337 6.200  0.178
C16 4.138 1.217 5.397  -0.168
C17 4.273 0.785 4.141  0.108
N6 3.134 0.678 3.335  0.046
C18 3.065 0.276 1.936  0.048
C19 1.553 0.140 1.678  -0.653
O1 1.039 0.763 0.592  -0.178
O2 1.050 -1.115 1.702  -0.190
C20 1.933 1.008 3.781  -0.309
O3 0.970 0.865 2.924  0.142
N7 1.760 1.451 5.014  0.281
C21 2.829 1.586 5.974  -0.317
O4 2.606 1.955 7.078  0.218
H24 5.223 0.520 3.702  0.164
H25 3.564 -0.678 1.778  0.148
H26 3.491 1.046 1.293  0.160
H27 0.834 1.712 5.338  0.198
Cl1 -2.018 1.887 1.392  0.787
C22 -2.093 2.730 -0.132  -0.531
C23 -2.279 2.021 -1.306  -0.116
C24 -1.850 2.707 -2.460  -0.219
Cl2 -1.148 1.526 -3.756  0.889
C25 -1.674 4.047 -2.458  -0.481
Cl3 -1.106 4.513 -4.024  1.151
C26 -1.613 4.822 -1.306  -0.686
Cl4 -1.281 6.479 -1.388  0.824
C27 -1.811 4.122 -0.114  -0.669
Cl5 -1.703 4.967 1.360  0.778



[3]
ORCA calculation (ωB97M-V/def2-TZVPD) on C47H50N5O3P2Si2Y as an isolated structure in a non-equilibrium geometry.

Output
* LUMO: 0.11984 hartree
* HOMO-LUMO gap: 0.163 hartree
* total charge: -2
* highest occupied orbital energy: -1.18 eV

Last column: Löwdin charge in e.
Cartesian coordinates (Å):
Y1 -0.437 -0.282 -0.756  1.341
C1 -2.582 0.120 2.159  -0.188
Si1 -2.505 1.323 0.640  0.252
C2 -3.168 3.015 1.236  -0.192
C3 -2.908 0.358 -0.836  -0.348
N1 -0.842 1.621 0.075  -0.417
P1 0.259 2.597 -0.556  0.575
C4 1.014 1.828 -1.712  -0.474
P2 1.098 1.049 -3.184  0.527
N2 0.144 -0.200 -3.173  -0.350
Si2 0.594 -1.625 -4.172  0.328
C5 -0.912 -2.883 -3.909  -0.167
C6 2.183 -2.329 -3.436  -0.152
C7 0.773 -1.550 -5.966  -0.172
C8 2.659 0.594 -3.713  -0.341
C9 3.115 0.274 -5.030  -0.072
C10 4.341 -0.379 -5.335  -0.074
C11 5.180 -0.653 -4.215  -0.099
C12 4.811 -0.212 -2.906  -0.063
C13 3.552 0.402 -2.683  -0.099
C14 0.508 2.170 -4.602  -0.216
C15 1.071 3.491 -4.489  -0.107
C16 0.678 4.513 -5.336  -0.095
C17 -0.260 4.183 -6.328  -0.120
C18 -0.842 2.902 -6.482  -0.101
C19 -0.454 1.858 -5.627  -0.072
C20 -0.297 4.183 -1.355  -0.257
C21 -1.207 4.027 -2.405  -0.083
C22 -1.753 5.135 -3.139  -0.084
C23 -1.488 6.400 -2.602  -0.140
C24 -0.594 6.565 -1.577  -0.108
C25 0.110 5.466 -1.084  -0.088
C26 1.468 3.386 0.642  -0.240
C27 0.885 4.122 1.722  -0.095
C28 1.709 4.875 2.528  -0.128
C29 3.037 5.039 2.246  -0.142
C30 3.667 4.272 1.277  -0.107
C31 2.909 3.439 0.395  -0.044
H1 -1.488 -0.038 2.407  0.021
H2 -3.063 -0.931 1.844  0.049
H3 -3.031 0.501 3.067  -0.040
H4 -2.653 3.796 0.684  -0.012
H5 -2.870 2.850 2.321  -0.005
H6 -4.255 3.147 1.156  0.016
H7 -2.467 0.919 -2.020  0.058
H8 -3.819 -0.067 -1.131  -0.106
H9 -2.845 3.187 4.742  0.029
H10 -0.624 -3.120 -2.812  0.023
H11 -0.143 -3.643 -4.229  0.003
H12 -1.925 -2.761 -4.298  0.027
H13 2.175 -1.912 -2.356  0.064
H14 3.060 -2.120 -4.077  0.027
H15 1.847 -3.339 -3.338  0.002
H16 0.420 -0.745 -6.563  0.020
H17 -0.197 -2.069 -6.105  0.032
H18 1.464 -2.266 -6.072  -0.007
H19 2.422 0.487 -5.809  0.078
H20 4.591 -0.636 -6.282  0.056
H21 6.034 -1.322 -4.375  0.091
H22 5.364 -0.717 -2.124  0.092
H23 3.204 0.750 -1.742  0.066
H24 1.796 3.749 -3.741  0.097
H25 1.110 5.529 -5.163  0.114
H26 -0.766 4.813 -6.940  0.046
H27 -1.569 3.000 -7.294  0.091
H28 -0.886 0.850 -5.803  0.092
H29 -1.527 3.045 -2.825  0.104
H30 -2.358 4.953 -4.037  0.099
H31 -2.090 7.215 -3.081  0.102
H32 -0.360 7.599 -1.309  0.097
H33 0.960 5.686 -0.481  0.089
H34 -0.188 4.022 1.989  0.120
H35 1.226 5.560 3.303  0.125
H36 3.605 5.666 2.896  0.082
H37 4.744 4.301 1.210  0.082
H38 3.425 2.943 -0.448  0.089
C32 -1.548 -4.025 10.706  -0.126
O1 -1.535 -5.223 10.043  -0.160
C33 -1.388 -5.248 8.663  -0.272
C34 -2.611 -5.082 8.012  0.014
C35 -2.573 -5.067 6.515  -0.008
C36 -1.406 -5.230 5.871  -0.281
C37 -0.224 -5.682 6.639  -0.067
C38 -0.144 -5.675 7.949  -0.039
N3 -1.193 -5.037 4.530  0.001
N4 -0.024 -5.092 4.080  0.065
C39 0.308 -4.553 2.860  -0.238
C40 1.570 -4.089 2.694  -0.052
C41 2.085 -3.085 1.857  -0.007
C42 1.164 -2.501 0.916  -0.368
O2 1.274 -1.490 0.258  -0.100
C43 -0.278 -3.061 0.935  -0.112
N5 -1.140 -2.481 0.124  0.021
C44 -2.319 -3.084 -0.022  -0.210
C45 -2.828 -3.916 0.868  -0.062
C46 -1.989 -4.202 1.993  -0.018
C47 -0.690 -4.042 1.897  -0.124
H39 -0.765 -4.096 11.473  0.084
H40 -2.530 -4.009 11.321  0.109
H41 -1.540 -3.178 10.103  0.071
H42 -3.525 -4.923 8.605  0.116
H43 -3.527 -5.175 5.924  0.124
H44 0.639 -6.199 6.184  0.109
H45 0.731 -5.991 8.710  0.155
H46 2.167 -4.085 3.573  0.099
H47 2.939 -2.465 2.028  0.095
H48 -2.944 -2.841 -0.944  0.133
H49 -3.904 -4.209 0.545  0.139
H50 -2.380 -4.874 2.943  0.151
O3 -3.710 1.929 4.673  -0.843



Number 1: calculated total energy -936.27826 hartree, M 423.6 g/mol. Number 2: calculated total energy -4185.69791 hartree, M 890.8 g/mol. Number 3: calculated total energy -3620.16404 hartree, M 940.0 g/mol.